[1]
Density functional theory data (the ωB97M-V functional and the def2-TZVPD basis) for a single C3H8N2O2 molecule.

Geometry as XYZ:
```
15
Properties=species:S:1:pos:R:3:forces:R:3
O 0.358469 0.060905 -1.859320 0.066 0.271 0.275
O -1.370409 -1.458177 -0.348186 -0.007 -0.046 -0.138
N 0.760107 0.566516 0.328054 -0.110 0.106 -0.072
N 0.078725 2.213336 -1.158932 -0.091 0.001 -0.061
C -0.710432 -1.349215 0.888396 0.138 -0.012 0.387
C 0.715387 -0.816811 0.781787 0.020 -0.132 -0.035
C 0.384729 0.885105 -0.948242 0.058 -0.082 -0.063
H -0.687701 -2.330781 1.383907 0.037 0.089 -0.075
H -0.325630 2.729093 -0.390786 0.100 -0.062 -0.095
H -1.283192 -0.670477 1.542126 0.052 -0.120 -0.082
H 1.204899 -0.862819 1.760187 -0.091 -0.006 -0.145
H 0.727312 1.286146 1.032949 -0.058 -0.065 -0.119
H -0.765598 -1.181192 -1.058735 -0.145 -0.043 0.088
H 1.300175 -1.431592 0.089722 -0.080 0.077 0.066
H -0.386840 2.359963 -2.042925 0.112 0.024 0.068
```
Forces are in eV/Å.

M, g mol⁻¹: 104.11
E_HOMO, eV: -9.7480
Net charge: 0
Maximum force, hartree/bohr: 0.0080
Calculated total energy, Ha: -379.129603
Energy relative to the best compared isomer or geometry (same formula, charge and spin), kJ/mol: 29.9

Atomic partial charges in e from the natural (NBO) method, atoms 1 to 8: -0.68 -0.74 -0.63 -0.83 -0.06 -0.25 0.79 0.17

=====

[2]
Density functional theory data (the ωB97M-V functional and the def2-TZVPD basis) for a gas-phase ion, C4H10N3O (charge +1) at a distorted geometry.

Geometry as XYZ:
```
18
Properties=species:S:1:pos:R:3:forces:R:3
O -1.295698 -1.441091 -1.469901 0.591 0.031 -0.359
N -0.140904 -1.111188 -1.516505 -1.372 -0.759 -0.380
N -2.100125 0.570042 -0.010150 -3.666 1.621 0.077
N -0.548813 0.784454 1.663669 0.209 0.272 0.210
C 1.322933 0.717694 -1.160156 0.109 -2.221 -0.318
C 0.318571 -0.216348 -0.446946 -1.038 0.064 2.051
C 0.990322 -1.251503 0.476583 0.296 1.553 3.357
C -0.958898 0.379007 0.465498 5.863 0.647 0.796
H -1.103638 1.285150 2.341059 -0.488 -0.057 -0.207
H 1.340186 -2.089037 -0.078011 0.013 -0.916 -0.144
H -2.884138 1.145981 0.437486 1.569 -1.370 -0.929
H 1.328687 0.125161 -2.128625 0.968 1.302 0.715
H -2.173253 0.104481 -0.885139 -1.244 -0.174 -0.868
H 0.952319 1.672140 -1.340151 -0.781 1.699 -0.424
H 1.881667 -0.837159 1.049401 -0.715 -0.177 -1.191
H 0.433947 0.784805 1.918978 -0.270 -0.281 -0.387
H 0.307594 -1.430217 1.382770 0.754 -0.843 -1.807
H 2.329242 0.807626 -0.699861 -0.798 -0.393 -0.191
```
Forces are in eV/Å.

M, g mol⁻¹: 116.14
E_HOMO, eV: -13.8386
Net charge: +1
Maximum force, hartree/bohr: 0.1158
Calculated total energy, Ha: -397.566394
Energy relative to the best compared isomer or geometry (same formula, charge and spin), kJ/mol: 296.3

Atomic partial charges in e from the natural (NBO) method, atoms 1 to 8: -0.28 0.19 -0.70 -0.75 -0.63 -0.01 -0.64 0.57

=====

[3]
Density functional theory data (the ωB97M-V functional and the def2-TZVPD basis) for 10 unconnected molecules or ions with the total composition C45H45F4N5O25S at a distorted geometry.

Geometry as XYZ:
```
125
Properties=species:S:1:pos:R:3:forces:R:3
S -6.777332 0.606288 0.577071 1.374 1.522 1.270
F -5.462220 3.651782 1.475849 0.321 0.255 0.414
F 1.715892 1.593485 -5.420968 -0.080 -0.495 -0.208
F 3.942483 3.597346 -4.378698 -0.264 -0.018 -0.258
F -5.983608 -1.574699 -3.937189 -0.472 0.443 0.288
O 8.878958 -3.070685 -0.390736 -0.087 -0.032 -0.849
O -2.147857 3.804851 0.582465 0.217 0.152 0.671
O -6.352812 -0.847425 1.191703 -1.220 1.970 -0.855
O 7.329729 5.056806 -3.812651 -0.288 -0.756 0.564
O 6.185890 3.261194 -4.527275 -0.655 -0.162 -1.359
O 6.018374 3.760168 7.297879 -0.155 0.172 0.067
O 5.965801 3.872963 -2.443525 -0.075 -0.526 1.209
O -2.162409 -1.485004 -3.835834 0.005 -0.435 0.010
O -3.794669 -0.112797 -4.597501 0.595 -0.370 -0.349
O -2.441203 -0.559186 0.211533 0.255 0.301 0.391
O -3.414559 3.631845 2.444654 0.570 0.188 -0.712
O -1.579308 -4.770497 4.133408 -0.056 -0.406 0.500
O -5.567545 1.362089 0.261876 -1.149 -1.362 0.126
O -2.733134 1.005271 -1.219380 0.243 0.414 0.147
O 0.796430 0.996449 -7.452272 0.601 -0.462 -0.069
O -4.159631 -1.213209 -2.714757 1.052 -1.240 -0.353
O -1.268728 2.955650 2.502066 0.090 0.080 -0.216
O 8.445050 -2.266374 1.534003 -0.026 0.197 0.131
O -0.065154 -4.444414 -3.500830 -0.339 0.432 -0.453
O -2.298135 -3.001536 3.152333 -0.378 0.288 0.017
O 4.737291 4.792796 8.693935 -0.007 0.122 -0.133
O -7.763229 0.501130 -0.459066 0.326 -0.938 0.568
O -1.318934 0.665452 -6.830812 -0.180 -0.332 -0.608
O -0.744009 0.385706 -8.990792 0.143 -0.011 -0.326
O 1.073557 -5.722218 -2.230691 0.207 -0.538 0.353
N -2.043367 0.408599 -0.410308 -0.297 -0.924 -0.863
N -1.461290 -3.851691 3.364950 0.772 0.073 -0.668
N 8.204610 -2.399265 0.347954 0.231 0.003 1.247
N 4.948037 4.227269 7.643233 0.010 -0.570 -0.241
N 0.069796 -5.096566 -2.493513 0.384 0.279 -0.038
C 6.722865 -1.769575 -1.502511 -0.008 -0.557 -0.456
C 2.862633 3.108322 4.736139 -1.319 -1.002 -0.149
C 4.885566 -0.738895 0.307747 0.439 1.562 -0.530
C -1.007369 -5.076381 -1.506713 -0.642 -0.201 -0.477
C -3.534501 3.833101 0.147112 1.075 -1.149 -0.019
C 3.876780 3.117479 5.667245 1.610 0.691 -0.272
C 2.092457 -4.260250 2.237932 0.084 0.665 1.370
C 6.590760 4.149164 -3.582265 0.488 1.287 -0.850
C 2.014391 1.507834 -0.043415 -0.109 0.588 -0.461
C -0.230099 -2.989951 1.404395 -0.118 -1.396 0.220
C 1.650627 3.731212 4.988841 -0.574 1.842 1.285
C 0.948250 -4.345211 3.043881 0.696 -0.263 -0.186
C 1.392180 0.854611 0.999647 -0.435 0.019 0.030
C -1.821121 -3.956177 -1.431973 0.784 -0.057 0.665
C -5.396765 -0.667330 -3.095529 1.321 0.707 0.057
C -2.977256 -5.033201 0.402529 0.727 -1.002 0.148
C 5.262325 2.623032 -2.622890 -0.455 0.759 -0.342
C 0.593399 1.585815 -6.180098 -0.163 0.790 -0.334
C 1.493484 4.507008 6.171170 0.943 -1.653 -1.668
C 6.986315 -1.742626 -0.132644 0.310 0.201 -1.459
C -0.432628 0.651712 -7.886398 -0.827 -0.351 0.377
C -0.576499 0.772452 -5.642776 1.219 0.850 0.357
C -3.254618 -1.037664 -3.770350 -1.313 1.401 0.987
C -2.171367 -6.166992 0.278413 0.199 0.549 -1.445
C -4.195855 4.195706 1.438208 -2.099 0.245 -0.575
C -5.206263 -0.840089 2.056216 2.233 -1.311 0.461
C 6.167893 -1.087177 0.739545 -0.932 -0.398 1.020
C -0.009059 1.421269 -1.355459 0.285 0.019 -0.674
C -7.535993 1.362918 2.069750 0.996 0.231 -1.225
C 5.575241 -1.184565 -1.989942 -1.025 0.914 1.449
C 4.645664 -0.649505 -1.048154 0.395 -1.479 -1.258
C -5.422399 -1.871560 3.147845 -0.213 -0.928 -0.831
C 4.943134 2.734234 -4.124102 1.503 -1.205 1.808
C 1.349536 1.726091 -1.274458 -0.154 -0.343 1.211
C 2.130389 -3.389727 1.183560 -0.431 -0.902 -1.790
C -1.249102 -6.219415 -0.791685 -0.331 -0.606 1.537
C -4.859223 0.529093 -3.878479 -0.343 -0.064 -0.743
C 2.611599 4.595711 6.973299 -1.108 2.331 1.768
C -2.174824 3.409844 1.886210 0.113 0.187 0.092
C 0.926303 -2.900532 0.647355 -0.038 0.813 0.903
C -0.207533 -3.775779 2.573384 -0.134 1.163 -0.150
C 3.820824 4.040851 6.704760 -0.333 -1.494 -0.362
C 0.085779 0.455940 0.838655 -1.830 -0.637 -0.086
C -2.827145 -3.965277 -0.479353 -0.618 0.222 0.136
C -0.633372 0.765656 -0.309196 1.267 0.562 0.327
H -0.735200 -7.144363 -1.011875 0.314 0.145 0.078
H -8.065182 0.566751 2.578509 -0.394 0.336 0.088
H -0.520195 -0.084031 1.557058 0.516 0.045 0.475
H 3.002370 -4.742754 2.570298 0.010 0.077 0.077
H 4.417999 2.567776 -1.940292 -0.039 0.239 -0.080
H -4.517729 -2.177998 3.672458 0.121 0.642 0.046
H 5.927334 1.776815 -2.453855 0.074 0.023 0.026
H 6.468718 -0.929944 1.765325 -0.032 -0.292 0.046
H -3.660360 2.786013 -0.135775 -1.068 0.270 -0.102
H -2.323679 -7.011051 0.933960 0.073 -0.097 -0.048
H 4.142126 -0.289093 0.952498 0.177 -0.210 0.376
H 2.536485 5.221451 7.860047 0.110 -0.105 -0.030
H -0.212047 -0.196095 -5.289219 -0.232 0.001 0.062
H 0.802949 3.747474 4.315933 0.205 -0.498 -0.315
H -1.099888 1.322345 -4.863898 -0.325 -0.223 -0.133
H 0.546279 4.964853 6.404421 0.066 0.132 0.159
H 3.065328 -3.287056 0.645594 -0.081 0.162 -0.119
H -1.186637 -2.610200 1.078365 0.134 0.191 -0.087
H 7.370872 -2.313171 -2.176991 0.225 0.115 0.152
H 1.872664 0.697878 1.955749 0.118 -0.002 -0.065
H 1.867635 2.120640 -2.135918 -0.038 0.317 0.057
H -5.558056 0.986178 -4.576521 0.062 -0.211 -0.064
H -8.072429 2.233271 1.693826 -0.720 -0.471 -0.043
H 2.852936 2.460329 3.867749 0.559 -0.033 0.029
H -4.772098 0.063196 2.494160 -1.192 0.739 -0.416
H -3.726953 4.494374 -0.691809 0.336 0.194 0.169
H -4.393753 -1.169144 1.401496 -0.010 -0.119 0.225
H 3.689667 -0.336033 -1.449759 -0.055 0.249 0.259
H 5.301141 -1.103217 -3.031199 0.345 -0.327 -0.154
H -1.484549 -3.084027 -1.976774 -0.685 0.073 -0.308
H -6.763283 1.853215 2.660786 0.300 -0.677 0.131
H 4.780367 2.532066 5.549812 -0.045 0.042 -0.177
H 0.865999 -2.353478 -0.284720 0.314 0.058 -0.022
H -4.362373 5.274901 1.532944 0.399 -0.103 0.463
H -4.339303 1.291828 -3.299296 -0.685 -0.036 0.601
H 1.095206 -4.732419 4.042631 -0.643 -0.509 -0.121
H -5.674930 -2.787575 2.602633 -0.434 -0.060 0.299
H -3.528656 -3.142642 -0.420953 0.212 0.221 0.056
H 4.803551 1.734905 -4.530723 -0.302 0.340 -0.701
H 2.970784 1.956761 0.200098 0.273 -0.221 -0.587
H 0.363698 2.616399 -6.474431 -0.177 0.181 0.924
H -5.976960 -0.459593 -2.198001 -0.200 -0.164 -0.243
H -3.661466 -5.094875 1.239088 -0.375 0.655 -0.232
H -0.568590 1.674163 -2.245800 -0.006 -0.094 -0.015
H -6.217902 -1.627515 3.848827 -0.002 0.094 -0.017
```
Forces are in eV/Å.

M, g mol⁻¹: 1163.92
E_HOMO, eV: -10.0097
Net charge: 0
Maximum force, hartree/bohr: 0.0608
Calculated total energy, Ha: -4693.704926
Energy relative to the best compared isomer or geometry (same formula, charge and spin), kJ/mol: 168.9

Atomic partial charges in e from the Löwdin method, atoms 1 to 8: 0.64 0.03 0.07 0.09 0.08 0.10 0.06 -0.25

=====

[4]
Density functional theory data (the ωB97M-V functional and the def2-TZVPD basis) for a molecular structure, C23H26Br4N8O5S2Zr at a distorted geometry.

Geometry as XYZ:
```
69
Properties=species:S:1:pos:R:3:forces:R:3
Zr -0.253260 0.167807 0.091363 -0.857 0.509 -0.175
Br 0.297712 -2.462547 4.444916 -0.067 -0.054 0.018
Br 4.051678 -2.289561 -0.910746 0.044 -0.045 -0.028
Br 2.917027 -4.530941 4.243931 0.045 -0.127 0.149
Br 4.837481 -4.432601 1.545972 0.134 -0.125 0.006
S -4.480441 -1.135705 2.164363 -0.283 -0.062 0.108
S -2.910099 4.264585 -0.813003 -0.262 0.269 -0.099
O 0.055234 -0.823661 1.834575 0.242 -0.608 0.124
O 0.681461 1.737071 1.340863 0.195 0.020 0.000
O 1.679774 1.758495 -0.906795 0.121 0.029 0.022
O -0.194681 0.599825 -2.112286 0.124 0.029 0.037
O 1.530417 -0.748214 -0.187203 0.374 -0.293 0.303
N -2.151350 -3.203176 -2.222385 0.061 -0.118 -0.044
N -2.417354 -0.275347 0.903461 -0.294 0.112 0.167
N -0.957385 -1.806816 -1.042595 0.166 0.078 0.068
N -1.695100 2.095350 -0.199775 -0.170 0.102 -0.046
N -2.271675 -2.520170 1.662013 0.247 -0.175 0.112
N 0.741599 0.785932 -4.157281 0.127 0.051 -0.092
N -0.356003 3.696672 -1.319805 0.020 -0.015 0.029
N 2.585884 1.974133 2.526999 0.253 -0.038 0.090
C -0.849616 -3.651244 -2.303131 -0.240 -0.029 -0.049
C 3.033749 -2.439497 0.667527 0.171 0.092 0.032
C 3.342254 -3.325713 1.703875 -0.125 0.117 -0.008
C 1.415961 -2.516804 2.935332 0.141 0.135 0.189
C 2.080536 1.274561 -2.176589 0.030 -0.006 0.123
C -3.815610 3.030182 -0.031920 -0.156 0.224 -0.020
C -2.172716 -2.104092 -1.459850 0.037 -0.061 -0.026
C 0.786412 0.872604 -2.847805 -0.108 -0.229 -0.034
C -3.382496 0.743314 0.904681 0.465 0.047 -0.302
C 1.873075 1.866432 3.808915 0.150 -0.049 -0.108
C 2.691156 1.825328 0.082801 0.030 0.071 -0.053
C 1.944024 -1.604027 0.781988 -0.073 0.189 -0.630
C -1.515434 3.277112 -0.771486 0.147 -0.279 0.096
C 2.530281 -3.362444 2.840922 -0.069 0.132 -0.128
C 1.134903 -1.633559 1.909914 -0.423 -0.005 -0.056
C 4.050645 2.100083 2.571386 -0.215 0.023 0.113
C -0.116822 -2.775815 -1.575487 -0.046 0.174 0.116
C -3.022535 1.982100 0.228726 0.392 -0.366 0.043
C 1.937695 1.849885 1.400236 -0.262 -0.027 -0.091
C -4.534789 0.458891 1.520967 -0.275 -0.077 0.168
C -2.895734 -1.341132 1.546728 0.134 0.267 -0.119
C -0.479884 0.358958 -4.846684 0.172 0.038 0.020
C 1.914654 1.107231 -4.987792 -0.228 -0.117 -0.015
H -3.074539 -1.563799 -1.226842 0.012 0.016 -0.017
H -1.247958 0.137491 -4.115690 -0.016 -0.001 0.015
H 3.288315 2.729951 -0.043312 0.043 0.028 -0.036
H -0.257541 -0.528459 -5.436903 -0.038 -0.014 -0.014
H 4.424057 2.669008 1.725960 0.004 0.002 -0.042
H 4.317046 2.640261 3.475370 0.008 -0.009 0.018
H -2.635689 -3.187116 2.324828 -0.031 0.012 -0.013
H 4.517583 1.115583 2.591456 0.007 -0.022 0.017
H -0.578023 -4.537566 -2.848638 0.005 0.021 0.003
H 0.482358 3.200659 -1.054330 0.026 -0.002 -0.009
H -5.402618 1.084373 1.650138 0.035 -0.017 0.010
H 2.703262 0.381020 -2.058967 0.033 -0.023 -0.026
H 1.640354 2.858969 4.189302 -0.019 0.018 0.031
H 2.527823 1.350760 4.507493 -0.030 0.007 0.038
H 2.101124 2.179581 -5.011240 0.005 0.027 0.009
H 2.624151 2.035644 -2.733883 0.013 0.071 -0.001
H 2.797749 0.574451 -4.640899 0.015 0.015 0.014
H -1.264588 -2.506552 1.589391 0.014 0.062 -0.004
H -0.258850 4.669983 -1.555998 -0.041 0.001 0.008
H 0.962936 1.292041 3.671271 -0.036 0.013 -0.012
H 0.944282 -2.769467 -1.400142 0.001 0.026 0.010
H 1.701291 0.775932 -5.999341 0.020 0.002 -0.018
H -2.960646 -3.638521 -2.635555 0.031 -0.021 -0.013
H 3.339163 0.947497 0.029342 0.037 -0.025 0.024
H -0.816728 1.156151 -5.507426 -0.014 0.000 -0.012
H -4.863669 3.155697 0.185082 0.047 0.010 0.007
```
Forces are in eV/Å.

M, g mol⁻¹: 969.49
E_HOMO, eV: -12.6603
Net charge: +2
Maximum force, hartree/bohr: 0.0197
Calculated total energy, Ha: -12845.616992
Energy relative to the best compared isomer or geometry (same formula, charge and spin), kJ/mol: 71.9

Atomic partial charges in e from the natural (NBO) method, atoms 1 to 8: 2.47 0.12 0.10 0.16 0.16 0.49 0.48 -0.86

=====

- M of number 1 (C3H8N2O2)?
  104.11 g mol⁻¹

=====

Please write out number 2 again, unchanged.
Density functional theory data (the ωB97M-V functional and the def2-TZVPD basis) for a gas-phase ion, C4H10N3O (charge +1) at a distorted geometry.

Geometry as XYZ:
```
18
Properties=species:S:1:pos:R:3:forces:R:3
O -1.295698 -1.441091 -1.469901 0.591 0.031 -0.359
N -0.140904 -1.111188 -1.516505 -1.372 -0.759 -0.380
N -2.100125 0.570042 -0.010150 -3.666 1.621 0.077
N -0.548813 0.784454 1.663669 0.209 0.272 0.210
C 1.322933 0.717694 -1.160156 0.109 -2.221 -0.318
C 0.318571 -0.216348 -0.446946 -1.038 0.064 2.051
C 0.990322 -1.251503 0.476583 0.296 1.553 3.357
C -0.958898 0.379007 0.465498 5.863 0.647 0.796
H -1.103638 1.285150 2.341059 -0.488 -0.057 -0.207
H 1.340186 -2.089037 -0.078011 0.013 -0.916 -0.144
H -2.884138 1.145981 0.437486 1.569 -1.370 -0.929
H 1.328687 0.125161 -2.128625 0.968 1.302 0.715
H -2.173253 0.104481 -0.885139 -1.244 -0.174 -0.868
H 0.952319 1.672140 -1.340151 -0.781 1.699 -0.424
H 1.881667 -0.837159 1.049401 -0.715 -0.177 -1.191
H 0.433947 0.784805 1.918978 -0.270 -0.281 -0.387
H 0.307594 -1.430217 1.382770 0.754 -0.843 -1.807
H 2.329242 0.807626 -0.699861 -0.798 -0.393 -0.191
```
Forces are in eV/Å.

M, g mol⁻¹: 116.14
E_HOMO, eV: -13.8386
Net charge: +1
Maximum force, hartree/bohr: 0.1158
Calculated total energy, Ha: -397.566394
Energy relative to the best compared isomer or geometry (same formula, charge and spin), kJ/mol: 296.3

Atomic partial charges in e from the natural (NBO) method, atoms 1 to 8: -0.28 0.19 -0.70 -0.75 -0.63 -0.01 -0.64 0.57

=====

- What is the maximum force in the first record?
  0.0080 hartree/bohr